(1)
Here is the molecule C3H4N2O3 in a non-equilibrium geometry from the OMol25 dataset. Energies are from ωB97M-V/def2-TZVPD.

```
12
Properties=species:S:1:pos:R:3:mulliken_charge:R:1
H 1.5779 0.4352 -0.0980 0.38
H 0.6135 1.9166 0.7765 0.35
O 0.6044 1.1644 1.3681 -0.52
O -1.7864 -0.3022 -1.5060 -0.67
H 1.4101 -0.5583 1.5710 0.32
C 1.0071 0.0565 0.7319 -0.50
H -0.4272 1.4825 -2.0711 0.36
N -0.8087 0.0437 -0.8242 0.77
N -1.1116 -2.9130 0.7851 -0.41
O -0.2071 1.2397 -1.1781 -0.50
C -0.1670 -0.6605 0.0408 0.36
C -0.7049 -1.9046 0.4042 0.05
```

Output
* total energy: -12293.7286 eV
* HOMO-LUMO gap (spin up / spin down): 9.40 / 9.40 eV
* SMILES: N#C/C(CO)=[N+](\[O-])O
* energy relative to the best compared isomer or geometry (same formula, charge and spin): 5.267 eV
* LUMO (spin up / spin down): -0.4 / -0.4 eV
* charge: 0
* spin multiplicity: 1

(2)
Here is the molecule C27H26N2O7 from the OMol25 dataset. Energies are from ωB97M-V/def2-TZVPD.

```
62
Properties=species:S:1:pos:R:3:mulliken_charge:R:1
H 0.4735 -2.5070 7.0910 0.34
N -0.0802 -1.4092 -1.9610 0.58
H 1.9286 5.2462 -0.7185 0.33
O -0.7261 -2.3306 1.3238 -0.71
H 0.9826 5.2359 -2.9637 0.38
O 0.4950 -1.5892 5.2987 -0.45
C 0.2272 -0.4971 3.2180 -0.83
C -0.2382 1.0971 -1.9556 -1.33
H 5.0611 -0.8991 -1.3387 0.42
C 0.5770 3.1093 -3.1217 -1.05
H 0.6646 -2.2543 -3.7188 0.42
H -2.4232 1.8432 4.7529 0.43
C 4.1995 -0.2960 -1.5801 -1.13
C -1.4880 -2.1340 -3.8474 -0.72
H -1.5243 -2.1033 -4.9375 0.55
C -0.4111 -2.3887 -1.0889 -0.40
H 3.4276 2.6690 -3.0490 0.46
H 5.3650 1.2495 -2.4800 0.40
N 0.7893 1.8606 -2.4362 0.64
H -3.8821 -2.7630 -0.5982 0.23
H -0.5066 3.2010 -3.2643 0.47
O -0.6339 -3.5462 -1.3683 -0.65
H 0.0364 -0.5960 -3.8516 0.34
H -4.5255 -2.8889 -2.2604 0.34
C -0.0126 0.6254 1.0098 2.12
C 2.0254 1.2687 -2.2130 0.10
C 1.8510 0.0454 -1.5630 0.11
H 0.3673 -0.0312 7.4367 0.28
C 0.3742 -0.1846 -1.3418 2.08
H 2.7861 -1.6924 -0.7404 0.52
C -2.6796 -1.3453 -3.2836 -0.69
H -1.1134 -2.4422 6.2655 0.30
H 1.6920 3.4340 -0.5943 0.11
C -0.4082 -1.7644 0.3033 1.07
C 1.0803 4.3215 -2.3930 -0.17
H -1.0831 -0.7938 8.1552 0.34
H 0.9686 -1.1662 2.8169 0.52
C 0.0223 -0.3852 0.1129 -1.03
O 0.2865 1.8776 0.5939 -0.37
C 2.9286 -0.7460 -1.2402 -0.26
C -1.3342 1.3187 2.9793 -0.55
C -1.6795 1.2014 4.3087 -1.04
H 0.1127 2.5102 1.3057 0.47
C 1.5919 4.3327 -1.1778 -0.73
O -1.4183 0.1937 6.4322 -0.46
C -3.6157 -2.7952 -1.6531 -0.80
C -0.1164 -0.6184 4.5553 0.35
C -0.3785 0.4665 2.4227 -0.17
H -3.5732 -1.5739 -3.8854 0.45
C -0.1346 -1.5743 -3.3952 -0.75
H -2.9736 -3.6646 -1.8252 0.32
C -1.0682 0.2463 5.1128 0.66
H 1.0486 3.0612 -4.1125 0.48
H -1.8395 2.0466 2.3603 0.57
H -1.5624 -3.1730 -3.5278 0.29
C 4.3696 0.9178 -2.2253 -0.62
C -0.5526 -0.5929 7.2233 -0.44
O -2.9533 -1.5841 -1.9232 -0.20
C -0.1943 -1.8859 6.4929 -0.45
H -2.4830 -0.2712 -3.3418 0.19
C 3.2858 1.7217 -2.5537 -0.97
O -1.4052 1.3863 -2.0417 -0.68
```

Output
* total energy: -45732.8745 eV
* HOMO-LUMO gap: 8.35 eV
* SMILES: C=CCN1C(=O)[C@]2(/C(=C(\O)c3ccc4c(c3)OCCO4)C(=O)C(=O)N2CCCOC)c2ccccc21
* energy relative to the best compared isomer or geometry (same formula, charge and spin): 2.677 eV
* LUMO: 0.0 eV
* charge: 0
* spin multiplicity: 1

(3)
Here is a structure of composition C19H11Cl2F5N2O10P2V in a non-equilibrium geometry from the OMol25 dataset. Energies are from ωB97M-V/def2-TZVPD.

```
52
Properties=species:S:1:pos:R:3:lowdin_spin:R:1
H 1.5014 5.1699 -5.0623 0.00
O 3.1343 4.0041 -3.7827 0.01
O -3.7338 2.6737 0.4321 0.00
O -4.0725 -0.9268 -2.2154 0.00
C -0.4321 -4.9616 0.4086 0.00
H -1.1809 -5.5011 0.9757 0.00
H -1.5954 2.1417 -1.0709 0.00
H 0.1297 4.4499 -4.3963 0.00
H 2.1359 0.4520 -0.5284 0.00
F 3.4888 1.4079 5.1923 0.00
C 1.0372 1.6686 2.5310 0.00
C -0.3791 -3.5638 0.5059 0.00
C 0.5773 -2.7994 -0.2247 0.00
O -1.9557 -0.7447 -0.9076 0.00
H 3.1720 2.0346 -2.1212 0.00
O -3.9097 -2.2612 -0.0711 0.00
H -3.5496 -0.2901 -2.7126 0.00
H 2.1127 -5.4630 -1.7553 0.00
C 2.6244 1.0694 4.2133 0.00
P -3.4355 -1.0357 -0.7325 0.00
C -0.0522 3.0513 -2.2318 0.00
O -4.3448 1.1500 2.3573 0.00
C 1.4144 -4.9331 -1.1221 0.00
C 1.5356 -0.5712 2.8692 0.00
C 1.9263 3.9434 -3.5377 0.01
F 0.4047 2.6859 1.9093 0.00
C 2.1115 2.0795 -1.9139 0.00
Cl 2.6865 -2.7112 -1.9321 0.00
O -4.0833 0.2961 -0.0546 0.00
V -0.6105 -0.1734 0.5424 0.85
P -3.5234 1.2229 1.1365 0.00
H -0.7369 3.7882 -2.6338 0.00
N 1.0594 4.8043 -4.2334 0.00
O -1.3843 -1.7277 1.6420 0.01
N 0.2159 1.1989 -0.7249 0.02
O 0.6760 -1.5312 -0.1892 0.01
C -0.5500 2.1359 -1.3470 0.01
C -1.2944 -2.9303 1.4248 -0.01
O -2.0244 1.0086 1.2300 0.02
C 0.8058 0.3573 2.1547 -0.01
C 1.3232 3.0524 -2.5728 0.03
C 2.4316 -0.2572 3.8790 0.00
H -4.1152 3.2450 1.1021 0.00
C 1.5450 1.2052 -1.0317 0.02
H -1.9422 -3.6052 2.0012 0.00
C 0.4463 -5.6333 -0.3966 0.00
F 2.1127 3.3398 3.8603 0.00
C 1.9203 2.0449 3.5318 0.00
C 1.4766 -3.5687 -1.0304 0.00
F 1.4023 -1.9012 2.6169 0.00
Cl 0.3810 -7.3791 -0.5294 0.00
F 3.1174 -1.2114 4.5456 0.00
```

Output
* total energy: -126246.2019 eV
* HOMO-LUMO gap (spin up / spin down): 4.56 / 4.50 eV
* energy relative to the best compared isomer or geometry (same formula, charge and spin): 0.000 eV
* <S²>: 0.780
* LUMO (spin up / spin down): 4.1 / 4.1 eV
* charge: -2
* spin multiplicity: 2